Entry one
Here is a cluster of 17 separate species, H33O17 in total from OMol25. Energies are from ωB97M-V/def2-TZVPD.

XYZ file:
```
50
Properties=species:S:1:pos:R:3:lowdin_charge:R:1
O 2.6638 1.5119 1.4939 -0.082
O -1.5374 -4.2465 0.8634 -0.125
O -1.1289 4.4706 -4.0660 -0.040
O -2.9785 1.3845 -3.0648 -0.032
O -0.4449 0.5072 1.0764 -0.044
O 0.7726 3.9772 -2.0101 -0.132
O 0.4975 -2.7065 5.3660 -0.021
O -1.9676 -0.8426 -0.3358 -0.170
O 2.2410 3.7506 -3.6647 -0.080
O -3.3863 -1.8272 1.3809 -0.259
O 4.6823 -2.3789 1.2763 0.075
O -4.0477 0.1070 2.9078 -0.102
O 0.8142 -1.4156 -1.1753 -0.062
O 4.2256 -0.3577 -3.0095 0.001
O 2.8516 -1.1334 3.0053 -0.153
O -4.6332 2.5544 3.3334 -0.075
O 1.1051 -4.0471 -3.4580 -0.038
H 4.5557 0.4344 -3.1391 -0.074
H -4.2692 1.6965 2.8833 0.024
H -3.9543 -0.7884 2.3719 0.023
H 3.0655 3.4372 -4.0629 0.048
H 2.4252 -0.8181 3.8958 0.089
H 1.6831 3.0216 -3.4165 0.021
H 2.8594 1.8475 0.5563 0.074
H 0.9923 -3.9256 -2.5389 -0.002
H -2.7233 0.5698 -2.4696 0.083
H 0.6905 -1.7503 -2.0973 0.032
H -3.9374 -0.0231 3.8006 -0.013
H -1.2583 1.0299 1.4136 0.104
H -0.2514 4.0253 -4.2443 0.043
H 0.5817 -2.6865 4.4004 0.041
H 4.8632 -1.6417 1.7733 -0.006
H 1.1286 3.3272 -1.2613 0.126
H -0.3649 -2.6858 5.6235 -0.026
H -0.8776 -0.2002 0.8090 -0.130
H -1.0579 -3.5538 1.4132 0.049
H -0.0731 -1.5119 -0.8639 -0.032
H -4.0402 3.0595 3.7134 -0.091
H 1.3923 4.6996 -1.7436 0.076
H 0.5560 -3.3967 -3.9124 0.037
H -0.9989 4.5667 -3.1828 -0.058
H -2.3628 -0.0932 -0.7394 -0.009
H -2.2424 1.4123 -3.5497 -0.062
H -4.1460 -2.1723 1.0452 -0.066
H -1.8587 -3.4875 0.2877 0.030
H 1.7209 1.4132 1.5548 -0.012
H 3.9566 -2.7114 1.0971 -0.109
H 2.3590 -0.6846 2.1964 0.078
H 4.4020 -0.4781 -2.0477 0.071
H -2.5446 -1.2389 0.5150 -0.019
```

Summary:
* total charge: -1
* orbital gap: 0.3014 Eh
* E_HOMO: -6.65 eV

***

Entry two
Here is a cluster of 17 separate species, H33O17 in total from OMol25. Energies are from ωB97M-V/def2-TZVPD.

XYZ file:
```
50
Properties=species:S:1:pos:R:3:lowdin_charge:R:1
O 0.1322 -2.5794 -2.9315 -0.362
O 0.8573 -0.8880 -4.7759 -0.140
O 2.3193 -3.6975 -2.2405 -0.137
O -2.0449 0.9842 -0.2190 -0.035
O -3.7043 4.5912 -0.6734 -0.044
O 1.8469 -0.7102 -1.9982 -0.077
O 2.6228 -3.5890 0.5204 -0.050
O -0.3338 3.9555 3.1687 -0.071
O 0.2122 -2.1382 2.2280 -0.064
O 2.2688 4.7000 1.8730 -0.064
O 3.8071 -2.1902 2.4215 -0.099
O -2.8053 3.4945 1.7069 -0.055
O -4.7260 2.1214 -1.7338 -0.050
O 4.5180 -1.2156 -0.8448 -0.056
O -2.1558 -3.0322 -0.9593 -0.077
O -3.9979 -0.3578 4.3763 -0.051
O 1.6361 0.7454 0.2332 -0.078
H -1.8578 0.1164 0.1318 0.037
H 1.6393 4.0669 1.5336 0.011
H -1.6702 -2.6063 -1.6823 -0.005
H 3.6258 -2.5301 1.5053 -0.009
H -1.7916 1.7114 0.3469 0.013
H 1.4354 0.3908 -0.6517 -0.008
H -0.7285 3.1871 2.7356 0.019
H -2.9421 -3.4366 -1.3259 0.013
H 1.1655 -1.4229 -2.0497 0.028
H 0.1135 -1.4980 1.5141 0.015
H -3.9682 1.7991 -1.2330 0.016
H 2.8328 -4.5237 0.4994 0.065
H 1.4326 -3.2250 -2.5078 -0.020
H 0.1730 -0.2574 -4.5265 0.018
H 3.2423 -1.4216 2.4690 0.005
H 3.5765 -1.0931 -1.0344 -0.012
H 4.7506 -2.0958 -1.1409 0.023
H -2.9888 4.5753 -1.3096 0.065
H 2.6773 -3.2256 -0.3646 0.001
H -5.4757 1.6131 -1.4235 0.047
H -3.6169 3.5586 2.2095 0.048
H -4.3834 3.9380 -0.8421 0.015
H -1.1365 4.4903 3.0775 0.024
H 2.4124 0.3190 0.5955 0.010
H 3.1093 -3.3736 -2.6739 0.021
H 0.7497 -1.5762 -4.0305 -0.025
H 1.7626 -0.2662 -2.8440 0.045
H 2.2899 4.5586 2.8133 0.013
H -0.0511 -3.3194 -3.5087 -0.009
H -3.9433 -1.3174 4.3911 0.035
H 1.0630 -2.5299 1.9941 -0.002
H -3.1026 3.7828 0.8263 -0.006
H -3.7682 -0.1009 5.2600 0.016
```

Summary:
* total charge: -1
* orbital gap: 0.3228 Eh
* E_HOMO: -6.65 eV

***

Entry three
Here is a structure of composition H33O17 from OMol25. Energies are from ωB97M-V/def2-TZVPD.

XYZ file:
```
50
Properties=species:S:1:pos:R:3:lowdin_charge:R:1
O -3.9243 -0.0994 -3.4675 -0.083
O -1.4389 -4.5490 1.3796 -0.046
O -0.9411 1.9370 -1.7257 -0.225
O -0.2589 3.6128 0.3621 -0.065
O 5.6224 -0.0907 -1.9017 -0.042
O -1.7401 0.5264 -0.0179 -0.191
O 1.7244 -1.3723 3.1605 -0.081
O -2.6004 2.6591 1.1050 -0.152
O 2.1613 1.7508 2.1349 -0.133
O 0.4967 0.9376 -3.5238 -0.091
O -4.6320 3.5694 -0.2716 -0.119
O 2.5930 -2.5991 -0.2635 -0.009
O 2.8398 -0.2710 -1.6264 -0.050
O -1.6959 -1.5851 2.6923 -0.087
O 0.3488 -1.0262 -0.7907 -0.057
O -0.1609 0.5416 2.3276 -0.050
O 1.2622 -4.5398 1.4246 -0.100
H -1.7221 2.4314 -1.8924 0.010
H 2.3305 -0.6245 3.1921 0.016
H -3.7770 0.8526 -3.2837 0.042
H 1.7343 -2.3888 -0.5897 0.000
H -1.5523 -1.4913 1.7223 0.033
H 5.3021 -0.6256 -2.6326 0.050
H -1.6049 -2.5769 2.6998 0.042
H -1.4640 1.2611 -0.8565 -0.051
H 2.1362 1.9474 1.1559 0.038
H -0.1731 -0.2286 -0.8510 0.002
H -2.0438 -5.2602 1.3373 0.016
H -4.5132 4.4177 0.1422 0.000
H -0.1878 0.3668 1.4259 -0.008
H 1.6466 -4.0181 2.2128 0.096
H 1.1990 1.3991 2.1425 0.000
H 0.0841 1.4454 -2.8183 -0.061
H -0.2168 2.9855 -0.3755 0.009
H -1.8170 3.1820 0.7623 0.004
H 5.4188 0.8336 -1.9778 0.044
H 3.7206 -0.5116 -1.3787 -0.017
H -2.3174 1.7261 0.7377 0.011
H 3.2994 -2.0453 -0.4217 -0.008
H 1.2006 0.3938 -3.1819 -0.024
H -0.9787 0.6397 2.8706 0.119
H -2.5916 0.1777 -0.2633 0.049
H 0.2129 -1.3135 -1.7178 0.084
H 1.4949 -3.8514 0.7434 0.026
H 0.9419 -0.9531 2.7455 -0.004
H 2.2415 -0.2827 -0.8870 0.009
H -3.1035 -0.4847 -3.0894 0.039
H -0.5086 -4.4489 1.2692 -0.037
H -3.8194 3.1320 0.1043 -0.029
H -0.2283 4.5111 -0.0441 0.083
```

Summary:
* total charge: -1
* orbital gap: 0.3608 Eh
* E_HOMO: -7.51 eV

***

Stability check: which of them is most stable? entry two.

***

Entry one
Here is a cluster of 2 separate species, C3H6N2O2 in total from OMol25. Energies are from ωB97M-V/def2-TZVPD.

XYZ file:
```
13
Properties=species:S:1:pos:R:3:lowdin_charge:R:1
O 3.0124 0.3091 3.1140 0.026
O -1.3929 -0.1020 0.1976 -0.062
N 0.2492 -0.3508 1.7722 0.105
N 0.8442 -0.1993 -0.4582 0.145
C 2.8741 0.2858 1.9860 -0.014
C -0.0858 -0.2040 0.5527 -0.578
C -1.7458 0.0997 -1.1552 -0.090
H -1.3490 1.0498 -1.5370 0.093
H -1.4054 -0.7298 -1.7860 0.095
H 1.7915 -0.0426 -0.1453 0.045
H 0.6166 0.1364 -1.3777 0.078
H -2.8355 0.1428 -1.1767 0.095
H -0.5768 -0.3969 2.3642 0.063
```

Summary:
* orbital gap: 0.3650 Eh
* E_HOMO: -9.16 eV

***

Entry two
Here is an isolated molecule of C3H6N2O2 from OMol25. Energies are from ωB97M-V/def2-TZVPD.

XYZ file:
```
13
Properties=species:S:1:pos:R:3:lowdin_charge:R:1
O -3.0458 0.7677 0.2278 0.062
O -2.2676 -0.9581 -0.8465 0.071
N -2.1618 -0.0323 -0.0988 -0.478
N -0.9608 0.4431 0.3798 0.196
C 1.4291 0.9072 -0.0629 -0.095
C 0.2837 -0.1096 -0.2650 -0.513
C 0.5393 -1.3136 0.5153 0.134
H 1.6488 1.3450 0.9547 0.098
H 0.1687 -0.1860 -1.4072 0.162
H 2.3018 0.5806 -0.6095 0.063
H 1.3424 1.7725 -0.8055 0.094
H 0.8817 -1.0237 1.6021 0.118
H -0.1596 -2.1929 0.4155 0.087
```

Summary:
* orbital gap (spin up / spin down): 0.3519 / 0.2858 Eh
* E_HOMO (spin up / spin down): -10.82 / -10.03 eV

***

Entry three
Here is an isolated molecule of C3H6N2O2 from OMol25. Energies are from ωB97M-V/def2-TZVPD.

XYZ file:
```
13
Properties=species:S:1:pos:R:3:lowdin_charge:R:1
O -1.8833 1.3093 -0.1801 0.031
O -0.1573 -0.6704 0.9141 -0.240
N 1.1628 0.1930 0.3502 0.211
N 0.8050 2.1810 -0.9108 0.144
C -0.0200 -2.0820 0.8448 -0.104
C 0.5120 0.9468 -0.4368 -0.372
C -1.0128 0.4822 -0.4067 -0.273
H 0.1126 -2.4744 1.8542 0.083
H 0.8515 -2.3732 0.2491 0.085
H -1.1623 -0.3929 -1.0644 0.132
H -0.9143 -2.5144 0.3844 0.087
H 0.0159 2.8154 -0.9658 0.109
H 1.6903 2.5798 -0.6322 0.107
```

Summary:
* orbital gap: 0.3664 Eh
* E_HOMO: -9.51 eV

***

Stability check: which of them is most stable? entry one.